# C6H6F3N4O2

A gas-phase ion, C6H6F3N4O2 (charge +1) (ωB97M-V/def2-TZVPD, the Open Molecules 2025 dataset).

Properties
Orbital gap = 9.464 eV
Total charge = +1
SMILES = COC1=CN1/C(=[NH+]\NN=C=O)C(F)(F)F
LUMO energy = -0.124 Eh

Element x y z (Å)
C: 0.36 1.84 -2.76
O: 0.80 2.30 -1.47
C: 0.77 1.67 -0.39
C: 0.94 1.60 0.92
N: 0.45 0.41 0.26
C: 0.11 -0.84 0.17
N: -0.11 -1.78 1.11
N: 0.09 -1.71 2.51
N: -0.87 -0.98 3.17
C: -1.29 0.15 3.21
O: -1.85 1.15 3.35
C: -0.17 -1.33 -1.26
F: -0.36 -2.64 -1.32
F: -1.27 -0.73 -1.75
F: 0.84 -1.01 -2.06
H: -0.61 1.35 -2.71
H: 1.11 1.18 -3.20
H: 0.27 2.75 -3.36
H: 1.20 1.91 1.89
H: -0.51 -2.65 0.76
H: 0.09 -2.65 2.90

# C8H9O2P

2 unconnected molecules or ions with the total composition C8H9O2P (ωB97M-V/def2-TZVPD, the Open Molecules 2025 dataset).

Properties
Orbital gap (alpha / beta) = 6.453 / 6.373 eV
LUMO energy (alpha / beta) = -0.026 / -0.023 Eh

Element x y z (Å)
C: -3.60 1.61 1.12
C: -3.14 0.32 0.80
C: -3.34 1.78 2.45
C: -2.62 -0.22 1.97
C: 0.95 -0.85 1.16
C: 1.23 0.11 0.04
C: 1.86 -0.75 -1.08
C: 2.25 -2.03 -0.33
O: -2.76 0.70 2.97
O: 1.52 -1.96 0.93
P: -1.91 -1.78 2.30
H: -4.06 2.32 0.46
H: -3.17 -0.17 -0.15
H: -3.52 2.61 3.11
H: 0.33 0.64 -0.27
H: 1.93 0.85 0.43
H: 1.12 -0.97 -1.85
H: 2.72 -0.28 -1.54
H: 1.95 -2.95 -0.83
H: 3.31 -2.08 -0.08

# H13O6S

7 unconnected molecules or ions with the total composition H13O6S (ωB97M-V/def2-TZVPD, the Open Molecules 2025 dataset).

Properties
Orbital gap = 7.876 eV
Total charge = -1
LUMO energy = 0.123 Eh

Element x y z (Å)
S: 0.09 -0.26 1.22
H: -0.84 -1.22 1.29
H: -3.20 1.22 1.37
H: -4.49 0.52 0.91
O: -4.04 1.37 0.92
H: -0.66 -3.92 -0.80
H: 0.26 -3.20 -1.80
O: -0.33 -3.96 -1.70
H: -1.98 -0.19 -1.21
H: -1.52 -1.51 -1.71
O: -2.31 -0.96 -1.71
H: 3.10 2.43 1.16
H: 4.59 1.99 1.31
O: 4.02 2.75 1.19
H: 0.52 -0.92 -0.96
H: 1.92 -1.44 -0.91
O: 1.24 -1.23 -1.56
H: 0.82 1.88 0.88
H: 0.83 2.92 -0.21
O: 1.29 2.68 0.59

# C4H12NO2

3 unconnected molecules or ions with the total composition C4H12NO2 (ωB97M-V/def2-TZVPD, the Open Molecules 2025 dataset).

Properties
Orbital gap (alpha / beta) = 5.127 / 5.953 eV
Total charge = -2
Multiplicity = 2
LUMO energy (alpha / beta) = 0.265 / 0.265 Eh

Element x y z (Å)
C: 1.77 1.45 -0.05
N: 1.37 0.29 0.58
C: -0.33 -1.45 0.15
C: 0.18 -0.04 -0.21
C: -1.02 0.95 -0.03
O: -2.30 0.58 -0.55
H: 2.25 1.44 -1.05
H: 4.43 0.18 -0.72
H: 1.68 2.47 0.38
H: 5.06 -0.21 -0.86
H: 0.35 -2.27 -0.13
H: -0.62 -1.56 1.21
H: -1.27 -1.74 -0.29
H: 0.35 -0.20 -1.30
H: -1.13 1.02 1.06
H: -0.69 1.92 -0.41
H: -4.02 -1.64 0.91
H: -2.76 -0.08 0.11
O: -3.26 -1.12 1.21

# C25H40O25

9 unconnected molecules or ions with the total composition C25H40O25 (ωB97M-V/def2-TZVPD, the Open Molecules 2025 dataset).

Properties
Orbital gap = 10.499 eV
SMILES = O=C1OCCO1.O=C1OCCO1.O=C1OCCO1.O=C1OCCO1.O=C1OCCO1.O=C1OCCO1.O=C1OCCO1.OCCO.OCCO
LUMO energy = 0.018 Eh

Element x y z (Å)
O: 4.41 2.31 -1.16
C: 3.42 2.63 -1.74
O: 2.95 3.87 -2.01
C: 1.65 3.76 -2.57
C: 1.47 2.32 -2.83
O: 2.61 1.69 -2.22
H: 0.92 4.11 -1.84
H: 1.60 4.27 -3.53
H: 1.61 2.16 -3.92
H: 0.49 1.93 -2.51
O: -1.67 -0.70 -3.13
C: -2.29 -1.68 -2.77
O: -1.82 -2.72 -2.09
C: -2.83 -3.67 -1.83
C: -3.96 -3.23 -2.76
O: -3.55 -1.86 -3.16
H: -2.37 -4.60 -2.16
H: -3.10 -3.61 -0.77
H: -4.91 -3.07 -2.24
H: -4.21 -3.82 -3.63
O: -3.09 3.03 3.07
C: -3.17 1.93 3.47
O: -2.14 1.24 4.03
C: -2.69 0.05 4.57
C: -3.96 -0.16 3.78
O: -4.26 1.17 3.30
H: -1.97 -0.76 4.41
H: -2.86 0.17 5.63
H: -4.73 -0.50 4.48
H: -3.78 -0.73 2.88
O: -3.70 -0.92 -0.29
C: -4.25 0.19 -0.14
O: -3.49 1.25 0.15
C: -4.32 2.40 0.33
C: -5.72 1.80 0.36
O: -5.56 0.43 -0.12
H: -4.14 2.88 1.24
H: -4.09 3.05 -0.51
H: -6.45 2.10 -0.40
H: -6.23 1.84 1.30
O: 5.49 -3.18 -3.95
C: 4.51 -2.45 -4.19
O: 3.29 -2.76 -3.80
C: 2.46 -1.66 -4.13
C: 3.28 -0.75 -5.03
O: 4.60 -1.34 -4.97
H: 1.58 -2.11 -4.56
H: 2.12 -1.11 -3.27
H: 3.37 0.21 -4.54
H: 2.94 -0.61 -6.10
O: 4.17 0.66 1.66
C: 4.03 1.87 1.71
O: 5.06 2.81 1.75
C: 4.50 4.11 1.48
C: 3.01 3.94 1.82
O: 2.87 2.48 1.73
H: 4.85 4.83 2.19
H: 4.50 4.32 0.43
H: 2.28 4.39 1.13
H: 2.69 4.21 2.82
O: -0.12 3.79 0.28
C: -0.20 2.65 0.53
O: 0.36 1.73 -0.28
C: 0.25 0.48 0.35
C: -0.43 0.82 1.73
O: -0.67 2.24 1.69
H: -0.56 0.00 -0.20
H: 1.16 -0.09 0.43
H: 0.28 0.71 2.55
H: -1.32 0.31 1.89
O: -2.32 -2.59 1.53
C: -1.07 -3.35 1.43
C: -0.63 -3.39 2.84
O: -0.09 -2.15 3.35
H: -2.31 -1.92 0.81
H: -1.28 -4.33 1.02
H: -0.38 -2.84 0.71
H: 0.10 -4.20 2.81
H: -1.51 -3.64 3.41
H: 0.68 -1.85 2.81
O: 2.30 -1.53 1.98
C: 3.06 -2.47 1.18
C: 2.61 -2.49 -0.27
O: 2.78 -1.18 -0.79
H: 2.63 -0.62 2.03
H: 4.16 -2.25 1.32
H: 2.86 -3.43 1.62
H: 1.53 -2.73 -0.18
H: 3.11 -3.26 -0.86
H: 3.63 -0.86 -0.57

# C5H23NO8

8 unconnected molecules or ions with the total composition C5H23NO8 (ωB97M-V/def2-TZVPD, the Open Molecules 2025 dataset).

Properties
Orbital gap = 9.474 eV
SMILES = C=CC[C@@H](N)C=O.O.O.O.O.O.O.O
LUMO energy = 0.003 Eh

Element x y z (Å)
C: 1.12 1.49 -2.26
C: 0.06 1.22 -1.53
C: -0.32 -0.16 -0.98
C: -1.81 -0.32 -0.61
N: -2.20 -1.72 -0.84
C: -1.93 0.02 0.88
O: -1.11 0.24 1.74
H: 1.32 2.48 -2.56
H: 1.80 0.65 -2.57
H: -0.61 1.97 -1.17
H: 0.13 -0.98 -1.65
H: 0.19 -0.20 -0.06
H: -2.62 0.19 -1.24
H: -1.83 -2.34 -0.09
H: -1.97 -2.11 -1.75
H: -2.98 0.18 1.01
O: 1.69 0.21 1.50
H: 0.78 0.04 1.63
H: 2.18 -0.11 2.31
O: 0.31 -2.95 1.71
H: 1.25 -2.99 1.48
H: 0.18 -2.00 1.57
O: 1.04 -2.79 -1.25
H: 1.93 -2.77 -0.81
H: 0.44 -2.83 -0.46
O: 3.38 0.51 -0.75
H: 2.83 1.36 -0.91
H: 3.41 0.30 0.23
O: -2.66 2.80 -0.17
H: -3.17 2.91 -0.99
H: -3.33 2.52 0.41
O: -2.49 3.36 2.50
H: -1.80 3.19 1.92
H: -2.53 2.79 3.32
O: 3.03 -1.75 0.29
H: 2.42 -0.98 0.24
H: 3.86 -1.44 -0.09

Across the entries above, energy takes the values -900.876480, -801.870492, -857.498112, -364.591647, -2857.625815, -860.880406 hartree, respectively.